Record 1
{
  "formula": "C27H35BiP2Se",
  "method": "ωB97M-V/def2-TZVPD",
  "elements": ["Bi", "C", "C", "C", "C", "C", "C", "C", "P", "C", "C", "C", "C", "C", "C", "C", "C", "C", "C", "C", "C", "C", "C", "H", "H", "H", "H", "H", "H", "H", "H", "H", "H", "H", "H", "H", "H", "H", "H", "H", "H", "H", "H", "C", "C", "P", "C", "C", "C", "C", "H", "H", "H", "H", "H", "H", "H", "H", "H", "H", "H", "H", "H", "H", "H", "Se"],
  "coordinates": [[-0.792, -1.693, 0.670], [0.363, 2.053, 2.252], [1.845, 2.286, 2.142], [2.439, 3.349, 2.850], [3.808, 3.545, 2.825], [4.582, 2.659, 2.078], [4.043, 1.550, 1.433], [2.677, 1.321, 1.449], [1.929, -0.012, 0.425], [3.238, -1.192, -0.183], [3.371, -2.314, 0.647], [4.198, -3.376, 0.245], [4.885, -3.360, -0.945], [4.787, -2.212, -1.672], [4.194, -1.012, -1.193], [4.454, 0.299, -1.930], [1.241, 0.725, -1.050], [1.550, 2.028, -1.351], [1.066, 2.620, -2.523], [0.287, 1.859, -3.434], [-0.137, 0.578, -3.033], [0.359, -0.005, -1.856], [-0.119, -1.421, -1.557], [-0.172, 2.908, 2.705], [0.219, 1.182, 2.955], [-0.174, 1.767, 1.331], [1.731, 4.021, 3.350], [4.285, 4.364, 3.423], [5.635, 2.844, 2.012], [4.679, 0.841, 0.865], [2.768, -2.424, 1.583], [4.223, -4.287, 0.804], [5.493, -4.170, -1.301], [5.305, -2.173, -2.653], [5.422, 0.343, -2.398], [4.368, 1.187, -1.327], [3.784, 0.424, -2.816], [2.143, 2.669, -0.687], [1.399, 3.601, -2.814], [-0.057, 2.288, -4.368], [-0.843, -0.101, -3.580], [0.708, -2.117, -1.687], [-0.997, -1.661, -2.221], [-3.367, -0.106, -1.858], [-4.231, -1.096, -1.055], [-3.599, -1.432, 0.617], [-4.793, -2.630, 1.347], [-6.128, -1.981, 1.779], [-3.947, 0.103, 1.622], [-5.093, 1.091, 1.222], [-3.976, 0.408, -2.635], [-2.618, -0.690, -2.401], [-2.950, 0.679, -1.224], [-4.254, -2.067, -1.577], [-5.286, -0.745, -0.973], [-4.279, -3.035, 2.237], [-5.091, -3.480, 0.674], [-6.645, -1.501, 0.920], [-5.886, -1.233, 2.537], [-6.774, -2.738, 2.250], [-2.954, 0.616, 1.574], [-4.117, -0.273, 2.677], [-4.746, 2.131, 1.159], [-5.928, 1.081, 1.891], [-5.428, 0.845, 0.205], [-2.098, -3.728, -0.453]],
  "orbital_gap_ev": 5.8824,
  "e_above_lowest_kcal_mol": 33.9,
  "total_energy_ev": -118328.5128,
  "molar_mass_g_mol": 709.47
}


Record 2
{
  "formula": "C27H35ClF13NO8S",
  "method": "ωB97M-V/def2-TZVPD",
  "elements": ["C", "C", "C", "C", "C", "N", "C", "O", "S", "O", "O", "C", "C", "C", "O", "C", "C", "C", "F", "F", "C", "F", "F", "C", "F", "F", "C", "F", "F", "C", "F", "F", "C", "F", "F", "F", "C", "C", "Cl", "H", "H", "H", "H", "H", "H", "H", "H", "H", "H", "H", "H", "H", "H", "H", "H", "H", "H", "H", "H", "H", "H", "H", "O", "C", "C", "C", "C", "O", "H", "H", "H", "H", "H", "H", "O", "C", "C", "C", "C", "O", "H", "H", "H", "H", "H", "H"],
  "coordinates": [[-5.918, 1.700, -2.315], [-5.393, 0.303, -2.219], [-4.408, -0.167, -0.998], [-2.786, 0.100, -1.308], [-2.542, 0.832, -2.781], [-2.684, -0.127, -3.959], [-3.551, 0.502, -5.069], [-2.187, -1.239, -1.411], [-0.486, -1.207, -1.399], [-0.028, -2.677, -1.050], [0.163, -0.912, -2.796], [0.286, -0.108, -0.092], [1.789, 0.403, -0.621], [2.424, 1.551, 0.378], [3.886, 1.395, 0.594], [0.414, -0.922, 1.364], [1.845, -1.700, 1.550], [1.858, -2.770, 2.835], [0.631, -2.479, 3.610], [3.030, -2.334, 3.679], [1.993, -4.304, 2.281], [1.041, -4.438, 1.114], [3.357, -4.485, 1.683], [1.569, -5.478, 3.340], [1.598, -6.770, 2.557], [0.136, -5.367, 3.808], [2.476, -5.557, 4.702], [2.201, -4.385, 5.615], [1.960, -6.753, 5.469], [4.076, -5.810, 4.470], [4.869, -4.559, 4.227], [4.420, -6.738, 3.368], [4.751, -6.478, 5.847], [6.235, -6.234, 5.693], [4.339, -5.773, 7.082], [4.603, -7.960, 5.901], [-0.632, 1.248, 0.000], [-2.250, 1.000, -0.035], [-3.020, 2.717, -0.221], [-5.152, 2.608, -2.390], [-7.065, 1.956, -2.386], [-5.713, -0.482, -3.048], [-4.739, 0.464, -0.042], [-4.621, -1.291, -0.720], [-1.399, 1.177, -2.790], [-3.164, 1.826, -2.914], [-1.773, -0.304, -4.436], [-3.171, 0.051, -6.101], [-3.454, 1.668, -5.099], [-4.688, 0.155, -4.985], [2.512, -0.483, -0.868], [1.580, 0.961, -1.655], [1.852, 1.618, 1.424], [2.293, 2.638, -0.099], [4.173, 0.484, 0.291], [-0.431, -1.761, 1.369], [0.197, -0.231, 2.288], [2.228, -2.234, 0.556], [2.658, -0.856, 1.768], [-0.261, 1.971, -0.864], [-0.358, 1.803, 1.016], [-2.628, 0.584, 0.996], [-2.137, 3.282, 2.727], [-2.452, 4.421, 3.031], [-2.846, 5.500, 2.067], [-2.738, 6.739, 2.919], [-3.035, 6.217, 4.301], [-2.535, 4.881, 4.314], [-3.872, 5.323, 1.734], [-2.162, 5.537, 1.216], [-3.411, 7.543, 2.609], [-1.712, 7.123, 2.880], [-4.108, 6.191, 4.513], [-2.534, 6.806, 5.075], [1.434, 2.895, -3.941], [2.207, 2.170, -4.545], [1.812, 1.056, -5.467], [3.100, 0.284, -5.601], [4.146, 1.352, -5.411], [3.566, 2.290, -4.505], [1.491, 1.480, -6.422], [1.021, 0.443, -5.029], [3.196, -0.247, -6.552], [3.172, -0.453, -4.792], [4.385, 1.871, -6.345], [5.068, 0.948, -4.983]],
  "orbital_gap_ev": 7.6684,
  "e_above_lowest_kcal_mol": 358.4,
  "total_energy_ev": -105104.9767,
  "molar_mass_g_mol": 816.07,
  "smiles": "C=CC[C@]1(CNC)OS(=O)(=O)[C@](CCO)(CCC(F)(F)C(F)(F)C(F)(F)C(F)(F)C(F)(F)C(F)(F)F)C[C@H]1Cl.O=C1CCCO1.O=C1CCCO1"
}


Number 1: HOMO -6.35 eV. Number 2: HOMO -8.31 eV.